A single C23H31N5OS molecule at a distorted geometry, computed with the ωB97M-V functional and the def2-TZVPD basis.

## Properties
Energy above the lowest of the compared OMol25 structures with the same formula, charge and spin   20.1 kcal/mol
LUMO energy   -0.4749 eV
Kohn-Sham gap   0.26957 Eh

Each line ends with the Löwdin charge.
CARTESIAN COORDINATES (ANGSTROEM)
S (2.6485, 1.6941, -2.7002)  0.71
O (2.8445, -2.0944, 0.0469)  -0.14
N (-2.0234, 1.7678, -1.6394)  -0.06
N (-2.6310, -1.6185, -3.5042)  0.19
N (-1.2368, 0.9840, 0.3423)  0.14
N (1.4387, 2.1220, -0.3871)  0.01
N (0.3420, 2.8848, -2.2689)  -0.13
C (2.5219, -0.7841, -0.3507)  -0.24
C (-1.7034, -3.7018, 1.8734)  -0.04
C (-0.5069, 3.7468, -1.4896)  -0.12
C (-1.8604, 3.0920, -1.0899)  -0.12
C (-0.5991, 0.4128, 2.5443)  0.00
C (-0.9478, 1.5230, -3.8581)  -0.13
C (-0.4674, -0.5128, 3.5467)  -0.26
C (-1.0926, 0.0328, 1.2812)  -0.21
C (2.2812, -4.2044, 0.9854)  -0.06
C (-2.2481, 1.6932, -3.0661)  -0.15
C (-1.9661, -0.6637, -1.2304)  -0.11
C (2.6005, 1.6703, 0.3405)  -0.22
C (-0.0005, 2.7097, -3.6633)  -0.20
C (-1.4283, -1.3269, 1.0412)  -0.12
C (-0.8380, -1.8508, 3.3058)  -0.01
C (-2.3373, -1.1249, -2.5089)  -0.22
C (1.4124, 2.2331, -1.7365)  -0.79
C (-1.7214, 0.7028, -0.8558)  -0.22
C (-1.3112, -2.2734, 2.0916)  -0.23
C (1.8186, -2.7795, 0.7253)  -0.29
C (0.0620, -0.1377, 4.8947)  -0.04
C (2.5314, 0.2171, 0.8111)  -0.14
C (-1.8282, -1.6430, -0.2668)  0.06
H (-0.7398, -2.5614, 4.1144)  0.12
H (-1.9337, 3.0058, -0.0054)  0.11
H (-0.4400, 0.6108, -3.5392)  0.11
H (0.9221, 2.5343, -4.2216)  0.06
H (1.5440, -0.7690, -0.8569)  0.12
H (-0.4643, 3.6298, -4.0284)  0.13
H (-0.3429, 1.4498, 2.7037)  0.12
H (-2.0276, -2.6682, -0.5436)  0.13
H (-1.5711, -4.2750, 2.7873)  0.08
H (1.5798, -2.2839, 1.6786)  0.11
H (0.2771, 0.9262, 4.9493)  0.08
H (-1.0939, -4.1550, 1.0923)  0.08
H (-2.9305, 0.8717, -3.2907)  0.10
H (3.4145, 0.0145, 1.4201)  0.12
H (0.9771, -0.6906, 5.1048)  0.09
H (-2.7383, 2.6231, -3.3674)  0.13
H (-1.1870, 1.4191, -4.9162)  0.12
H (0.0387, 4.0615, -0.5987)  0.12
H (1.6461, 0.0789, 1.4363)  0.08
H (-2.7477, -3.7709, 1.5703)  0.09
H (-0.6617, -0.3902, 5.6686)  0.09
H (1.5161, -4.7535, 1.5276)  0.06
H (3.2903, -0.5101, -1.0769)  0.09
H (-0.7048, 4.6405, -2.0912)  0.12
H (3.1947, -4.1894, 1.5729)  0.08
H (0.5461, 2.0315, 0.0918)  0.10
H (-2.6890, 3.7081, -1.4504)  0.12
H (2.7149, 2.3196, 1.2164)  0.12
H (3.4649, 1.8049, -0.3138)  0.08
H (0.9050, -2.7783, 0.1079)  0.11
H (2.4868, -4.7047, 0.0434)  0.08